Molecular formula: C4H9N2O
Method: DFT, ωB97M-V/def2-TZVPD

Properties
* energy relative to the best compared isomer or geometry (same formula, charge and spin): 301.0 kJ/mol
* HOMO energy: -14.20 eV
* structure (SMILES): C=[N+]=C(O)[C@H](C)N
* total charge: +1

Last column: natural (NBO) charge in e.
CARTESIAN COORDINATES (ANGSTROEM)
H 0.450 1.929 -1.065  0.3825
H -0.937 -3.143 -1.135  0.2388
C -1.327 0.825 0.311  -0.6498
N 0.195 -1.586 -0.240  -0.3560
O 2.014 -0.455 -0.561  -0.6049
H -0.287 -3.497 0.578  0.2371
H -1.654 0.894 -0.764  0.2296
C 0.807 -0.552 -0.056  0.6675
H -1.823 1.769 0.633  0.2547
C -0.260 -2.714 -0.296  0.1138
H 0.444 0.768 1.650  0.2460
H -1.795 -0.008 0.654  0.2154
H 0.818 2.706 0.429  0.4042
C 0.150 0.808 0.602  -0.0673
H 2.382 0.403 -0.673  0.5423
N 0.824 1.851 -0.068  -0.8539

Atomic forces in eV per Å
H 0.635 0.457 2.013
H 1.354 1.354 0.882
C -0.444 2.703 -1.587
N -1.089 -2.171 -0.243
O -0.620 -2.744 0.127
H 0.849 1.752 -1.301
H 1.215 -0.388 0.449
C 2.016 5.653 0.493
H 0.511 -0.778 0.665
C -3.148 -4.611 0.491
H -0.302 0.046 0.138
H -1.705 -2.266 1.491
H 0.001 0.973 0.241
C 0.203 -1.671 -1.752
H 0.019 2.063 0.485
N 0.504 -0.372 -2.592


Molecular formula: C4H9N2O2
Method: DFT, ωB97M-V/def2-TZVPD

Properties
* energy relative to the best compared isomer or geometry (same formula, charge and spin): 69.1 kJ/mol
* HOMO energy: -4.18 eV
* total charge: -1

Last column: natural (NBO) charge in e.
CARTESIAN COORDINATES (ANGSTROEM)
C -0.171 1.189 1.029  0.0715
N 0.769 0.859 0.083  -0.6380
C -0.687 -1.636 -1.145  0.8527
H 1.150 -0.070 0.162  0.4075
H -0.341 1.768 -1.459  0.1928
H -1.031 1.716 0.626  0.1781
H -0.879 1.254 2.967  0.1882
H 0.704 0.454 -1.983  0.2329
H -0.822 -2.327 0.803  0.3637
O -1.615 -0.811 -0.994  -0.8078
H 1.372 2.039 -1.581  0.1492
O -0.121 -1.997 -2.195  -0.8134
C -0.042 0.966 2.348  -0.5810
N -0.145 -2.197 0.073  -0.9380
H 0.368 -3.026 -0.185  0.3596
C 0.624 1.286 -1.286  -0.4042
H 0.867 0.533 2.737  0.1863

Atomic forces in eV per Å
C 0.518 0.061 0.109
N 0.207 0.063 -0.110
C -0.497 0.498 0.197
H -0.116 -0.123 0.230
H -0.136 -0.240 0.130
H -0.115 -0.065 0.077
H 0.187 -0.153 0.319
H -0.122 -0.118 0.070
H -0.158 0.019 0.100
O -0.084 -0.159 0.057
H 0.123 -0.095 0.216
O 0.312 -0.131 -0.195
C -0.440 0.320 -0.713
N 0.474 -0.004 -0.497
H -0.033 -0.207 0.302
C -0.031 0.475 -0.534
H -0.090 -0.139 0.243


Molecular formula: C4H9N2O2
Method: DFT, ωB97M-V/def2-TZVPD

Properties
* energy relative to the best compared isomer or geometry (same formula, charge and spin): 94.5 kJ/mol
* HOMO energy: -3.98 eV
* structure (SMILES): NCC[C@H](N)C(=O)[O-]
* total charge: -1

Last column: natural (NBO) charge in e.
CARTESIAN COORDINATES (ANGSTROEM)
H -1.184 0.467 -0.132  0.1775
O -1.308 -2.312 -0.336  -0.8264
H 1.386 0.444 -0.826  0.2302
N -0.577 -0.587 1.709  -0.8458
H -1.456 -1.126 1.708  0.3676
H -0.083 2.384 -1.193  0.3472
C -0.433 -1.462 -0.720  0.7509
H 1.812 2.367 0.810  0.1540
C 0.917 0.508 0.160  -0.4375
N 0.246 2.898 -0.378  -0.8462
H 1.725 -0.006 0.722  0.2000
H 0.261 2.003 1.577  0.1856
C 0.804 1.935 0.614  -0.2119
O 0.460 -1.584 -1.553  -0.7550
C -0.433 -0.192 0.293  -0.1776
H -0.078 -1.490 1.693  0.3516
H 1.037 3.404 -0.758  0.3358

Atomic forces in eV per Å
H -0.551 0.267 0.676
O 0.485 0.623 -0.881
H -0.753 0.164 -0.344
N -1.086 -1.572 -0.702
H -0.488 0.895 0.095
H -0.281 -0.088 0.220
C -1.161 -0.960 3.001
H -0.352 -0.494 0.271
C 0.781 0.060 0.135
N -0.096 -0.352 -0.340
H -0.738 0.040 0.383
H 0.022 -0.102 -0.548
C 1.201 1.410 0.621
O 0.217 0.283 -0.926
C 2.018 -0.972 -2.005
H 0.829 0.632 0.315
H -0.044 0.166 0.029


Molecular formula: C4H9N2O2
Method: DFT, ωB97M-V/def2-TZVPD

Properties
* energy relative to the best compared isomer or geometry (same formula, charge and spin): 163.9 kJ/mol
* HOMO energy: -14.92 eV
* structure (SMILES): CN(C=[NH2+])C(=O)CO
* total charge: +1

Last column: natural (NBO) charge in e.
CARTESIAN COORDINATES (ANGSTROEM)
H 0.403 0.509 2.047  0.2517
H 2.154 0.241 -2.799  0.4416
H -2.392 -1.715 0.080  0.4919
H -2.086 -0.186 -1.509  0.2089
H 2.058 0.338 1.281  0.2251
H 0.609 0.967 -2.949  0.4642
H 2.157 -0.439 -0.636  0.2272
N 0.495 0.331 -0.066  -0.3997
N 1.233 0.418 -2.284  -0.7472
C -0.785 1.015 -0.252  0.6923
C 1.311 0.154 -1.026  0.4045
C -1.971 0.046 -0.478  -0.1860
O -0.843 2.177 -0.300  -0.4165
H -2.951 0.437 -0.044  0.2338
H 0.851 -1.013 1.330  0.2320
C 0.981 0.002 1.261  -0.4036
O -1.648 -1.139 0.291  -0.7203

Atomic forces in eV per Å
H 0.246 -0.066 -0.425
H -1.898 0.109 0.977
H 0.208 -0.498 0.407
H -0.013 -0.017 -1.104
H -1.225 -0.521 0.496
H 0.465 -0.854 2.181
H 0.176 0.598 -1.041
N -1.425 1.359 0.295
N 1.986 0.802 -4.667
C -1.546 -2.030 -0.622
C 1.011 -1.367 0.941
C -0.230 0.031 3.050
O 0.115 1.983 -0.003
H 1.413 0.186 -0.854
H 0.026 -2.482 0.811
C 1.073 2.223 0.606
O -0.382 0.544 -1.046


Molecular formula: C4H9N2O2
Method: DFT, ωB97M-V/def2-TZVPD

Properties
* energy relative to the best compared isomer or geometry (same formula, charge and spin): 471.0 kJ/mol
* HOMO energy: -15.99 eV
* total charge: +1

Last column: natural (NBO) charge in e.
CARTESIAN COORDINATES (ANGSTROEM)
C -1.543 1.770 -0.303  -0.7015
N 3.689 0.261 -0.144  0.4970
H -1.193 -2.627 -0.569  0.2756
H -1.709 2.097 -1.326  0.2815
N 2.693 0.161 0.325  -0.2197
O -0.182 0.207 1.201  -0.5430
H 0.542 -1.984 -0.438  0.2450
H 0.815 0.106 0.940  0.5502
C -0.715 0.619 -0.225  0.0920
H -2.106 -0.713 0.626  0.2406
H -0.934 2.653 -0.033  0.2765
H -2.568 1.703 0.053  0.2560
H -0.210 -2.492 1.023  0.2746
H 0.192 0.721 -0.911  0.2350
O 4.775 0.280 -0.470  -0.2392
C -1.114 -0.740 0.233  0.1611
C -0.433 -2.021 0.019  -0.6819

Atomic forces in eV per Å
C -1.056 2.435 -0.549
N -0.557 -0.520 1.252
H 1.259 0.209 0.667
H 0.163 -0.699 -0.713
N -2.571 0.113 0.350
O 0.652 0.331 -1.628
H 0.086 0.320 -0.719
H -1.644 -0.265 0.897
C 2.545 -2.215 -1.145
H -0.426 -0.320 0.696
H -0.650 -0.296 0.845
H 0.295 0.131 0.872
H -0.841 0.275 -1.003
H -1.157 -0.561 1.033
O 2.924 0.392 -1.558
C 1.935 2.132 0.253
C -0.957 -1.461 0.451


Molecular formula: C4H9N2O3
Method: DFT, ωB97M-V/def2-TZVPD

Properties
* energy relative to the best compared isomer or geometry (same formula, charge and spin): 543.9 kJ/mol
* HOMO energy: -15.45 eV
* structure (SMILES): CC(=O)O[N+](=O)N(C)C
* total charge: +1

Last column: natural (NBO) charge in e.
CARTESIAN COORDINATES (ANGSTROEM)
H 0.294 2.613 -1.181  0.2636
C 0.346 1.748 -1.907  -0.4239
C -0.498 -1.343 2.725  -0.7614
N -0.871 0.535 -0.248  0.6294
H 0.340 -1.707 3.458  0.3060
C 0.769 -0.623 -1.372  -0.4586
H 1.189 1.513 -2.462  0.2386
C -0.067 -0.476 1.726  0.8111
O 0.802 0.285 1.472  -0.4904
H -0.520 2.071 -2.471  0.2621
H -1.312 -0.955 3.264  0.2999
O -0.995 -0.552 0.551  -0.3834
H 1.086 -0.619 -2.398  0.2535
O -1.616 1.472 -0.226  -0.2603
N 0.132 0.530 -1.035  -0.0702
H -0.961 -2.167 2.056  0.2842
H 0.158 -1.457 -1.298  0.2476
H 1.724 -0.869 -0.656  0.2523

Atomic forces in eV per Å
H 1.284 -0.730 -0.655
C -2.395 1.006 3.416
C 0.762 -4.307 0.841
N -0.185 0.862 -0.322
H -1.595 0.720 -1.669
C 5.046 -3.028 1.234
H 1.615 0.286 -0.859
C 2.027 3.600 -2.972
O 0.598 -0.483 1.893
H -0.432 -1.005 -0.643
H -1.108 0.728 0.796
O -1.730 -0.160 -0.333
H 0.349 0.370 -0.301
O -0.206 -0.622 0.913
N -1.316 2.955 -1.565
H 0.754 0.520 1.667
H -1.345 -1.527 0.356
H -2.122 0.816 -1.798


Molecular formula: C4H9N2OS
Method: DFT, ωB97M-V/def2-TZVPD

Properties
* energy relative to the best compared isomer or geometry (same formula, charge and spin): 76.6 kJ/mol
* HOMO energy: -2.71 eV
* structure (SMILES): NCC(=O)NCC[S-]
* total charge: -1

Last column: natural (NBO) charge in e.
CARTESIAN COORDINATES (ANGSTROEM)
H -1.686 1.182 2.180  0.1812
H 1.186 0.205 -3.140  0.3517
H -0.050 -1.148 -0.882  0.2173
C -0.318 -0.362 1.456  -0.2436
C 1.185 0.498 -0.429  0.6590
O 2.184 1.093 -0.783  -0.6493
H 0.916 1.329 1.383  0.3837
H 1.873 -1.049 -2.404  0.3510
S -2.911 -0.900 1.982  -0.7218
H -0.428 -1.337 0.988  0.2122
N 0.979 -0.637 -2.640  -0.8174
H 0.061 -0.567 2.452  0.1971
C 0.300 -0.257 -1.401  -0.3361
C -1.644 0.354 1.469  -0.5421
H -0.587 0.320 -1.651  0.2204
N 0.835 0.452 0.907  -0.6369
H -1.895 0.825 0.514  0.1737

Atomic forces in eV per Å
H 0.393 -0.021 0.188
H 0.287 0.398 -0.291
H -0.136 -0.027 -0.280
C 1.191 1.123 0.093
C -0.332 0.147 1.196
O 0.283 0.488 -0.559
H 0.585 0.255 0.221
H 0.048 0.035 -0.046
S 0.094 0.412 -0.195
H 0.186 0.153 -0.269
N -0.414 -0.280 0.347
H -0.574 -0.161 0.373
C 0.509 -0.808 -0.110
C -1.017 -0.532 0.485
H -0.065 0.185 0.176
N -1.209 -1.025 -1.061
H 0.171 -0.342 -0.268


Molecular formula: C4H9N2OS
Method: DFT, ωB97M-V/def2-TZVPD

Properties
* energy relative to the best compared isomer or geometry (same formula, charge and spin): 302.8 kJ/mol
* HOMO energy: -13.09 eV
* structure (SMILES): C[C@H]1[C@H]([NH3+])C(=O)N1S
* total charge: +1

Last column: natural (NBO) charge in e.
CARTESIAN COORDINATES (ANGSTROEM)
H -0.468 2.355 0.648  0.2556
N 0.869 -1.984 -0.268  -0.7055
O -2.210 -2.186 0.369  -0.5140
H 0.921 1.760 1.494  0.2485
H 0.508 0.582 -0.796  0.2269
C -0.161 1.451 1.211  -0.6626
C -0.007 -1.029 0.579  -0.1931
H 0.445 -2.937 -0.468  0.4692
S -3.142 0.885 -0.466  0.3210
N -1.743 0.008 -0.262  -0.6295
C -0.072 0.399 0.137  -0.0079
H 0.068 -1.292 1.667  0.2710
C -1.505 -1.259 0.203  0.6467
H 1.080 -1.580 -1.216  0.4515
H -3.312 0.570 -1.685  0.1059
H 1.825 -2.214 0.219  0.4637
H -0.862 1.271 2.030  0.2526

Atomic forces in eV per Å
H -0.276 -0.264 0.553
N 1.851 -0.870 0.376
O -0.565 -1.538 0.049
H -1.796 -0.743 0.213
H -0.500 0.434 0.803
C 2.478 1.777 -1.425
C -0.757 -2.026 0.192
H 0.027 1.315 0.579
S 0.066 0.552 2.072
N 3.870 -0.058 0.524
C -2.713 -0.233 -0.482
H 0.549 0.423 -1.046
C -0.065 1.401 0.035
H -0.171 -0.272 1.073
H -0.378 -0.351 -2.244
H -2.060 0.712 -1.144
H 0.441 -0.259 -0.130


Molecular formula: C4H9N2P
Method: DFT, ωB97M-V/def2-TZVPD

Properties
* energy relative to the best compared isomer or geometry (same formula, charge and spin): 322.5 kJ/mol
* HOMO energy: -8.78 eV
* structure (SMILES): C=N/N=C/P(C)C

Last column: natural (NBO) charge in e.
CARTESIAN COORDINATES (ANGSTROEM)
C -0.186 1.900 -0.958  -0.9119
H 2.591 -0.768 2.872  0.1677
H 0.961 -1.908 -0.392  0.1664
H -1.930 0.313 -2.518  0.2260
N 0.571 -0.510 0.991  -0.2464
C -1.623 -0.138 -1.663  -0.9381
H -1.049 1.815 -0.343  0.2245
H -1.795 -1.143 -1.987  0.2323
H -2.185 0.136 -0.807  0.2225
C 1.638 -1.203 2.933  -0.1637
H -0.233 2.623 -1.883  0.2377
H 0.725 2.169 -0.436  0.2346
N 0.638 -1.148 2.133  -0.1955
C 0.488 -0.899 -0.191  -0.2031
H 1.269 -1.449 3.930  0.1823
P 0.120 0.208 -1.681  0.7646

Atomic forces in eV per Å
C 1.963 0.365 -2.383
H 1.310 0.583 -0.767
H -1.070 0.493 -0.281
H -1.567 2.166 -2.404
N -0.719 1.859 0.782
C 0.404 -2.132 -0.056
H -0.544 0.635 0.490
H -0.196 -1.130 0.469
H -0.394 0.161 0.791
C -2.799 0.068 0.743
H -0.414 -1.310 1.890
H -0.089 0.345 0.460
N 0.712 -0.483 0.165
C 2.071 -0.984 -1.113
H 0.666 -0.626 -0.094
P 0.665 -0.011 1.306


Molecular formula: C4H9N2S
Method: DFT, ωB97M-V/def2-TZVPD

Properties
* energy relative to the best compared isomer or geometry (same formula, charge and spin): 287.3 kJ/mol
* HOMO energy: -14.11 eV
* total charge: +1

Last column: natural (NBO) charge in e.
CARTESIAN COORDINATES (ANGSTROEM)
H 2.864 -1.547 -0.889  0.1691
H -1.902 1.082 0.868  0.2001
H 0.126 2.375 0.742  0.2654
N -0.984 -0.524 -0.145  -0.4502
H -2.240 -1.932 -1.099  0.2341
H -0.272 2.209 -0.911  0.2612
H -2.837 -1.307 0.423  0.1970
N 1.089 0.588 -0.334  -0.4868
C -1.058 0.674 0.286  0.1254
H 0.498 -0.171 -0.743  0.4619
C -2.001 -1.643 -0.090  -0.4085
H -1.510 -2.305 0.583  0.2249
H 2.429 1.098 1.131  0.2538
C 2.261 0.487 0.178  0.0056
C 0.068 1.554 0.011  -0.3153
S 3.470 -0.638 -0.012  0.2624

Atomic forces in eV per Å
H 0.404 1.017 0.603
H 0.074 -0.203 -0.407
H 1.181 -0.869 0.339
N -0.652 0.233 -0.518
H 0.230 -0.541 -0.091
H 0.975 -1.420 1.183
H -1.974 0.657 0.745
N 1.342 1.700 -0.144
C -2.775 -2.123 0.690
H 0.309 -1.001 -0.517
C 2.133 2.468 0.301
H 0.199 -1.428 -0.181
H 0.245 -0.128 -1.813
C -1.015 0.926 2.438
C -0.934 2.297 -1.732
S 0.258 -1.585 -0.894


Molecular formula: C4H9N2S
Method: DFT, ωB97M-V/def2-TZVPD

Properties
* energy relative to the best compared isomer or geometry (same formula, charge and spin): 250.8 kJ/mol
* HOMO energy: -14.60 eV
* total charge: +1

Last column: natural (NBO) charge in e.
CARTESIAN COORDINATES (ANGSTROEM)
H 0.774 0.390 2.239  0.2332
H -2.669 -2.025 -0.365  0.4479
H 1.689 1.691 -1.092  0.2486
H 2.007 -0.402 1.300  0.2469
H 0.020 -1.608 -0.771  0.3908
N 0.002 -1.059 0.020  -0.5393
C -1.560 -0.493 0.129  0.3557
H 0.403 0.917 -1.881  0.2233
C 1.357 0.485 1.320  -0.6305
H -3.492 -0.567 0.199  0.4409
C 1.140 0.779 -1.183  -0.6348
C 0.507 0.335 0.076  0.0182
H 1.769 -0.079 -1.567  0.2376
H 1.795 1.507 1.293  0.2355
S -1.036 1.165 0.386  0.4295
N -2.707 -1.035 -0.105  -0.7036

Atomic forces in eV per Å
H -0.084 0.007 -0.199
H -0.762 0.410 0.254
H 0.561 0.405 0.136
H 0.644 0.873 0.150
H 0.767 -1.197 -2.549
N -6.683 2.813 2.827
C 5.560 0.827 -0.473
H -1.795 0.400 -2.033
C 0.265 -0.062 -0.097
H -2.450 0.876 0.428
C 2.001 -1.868 0.062
C 1.144 -0.431 1.186
H -0.168 1.162 0.439
H 0.343 -0.986 0.233
S -2.351 -1.166 -0.031
N 3.010 -2.063 -0.332


Molecular formula: C4H9N2S
Method: DFT, ωB97M-V/def2-TZVPD

Properties
* energy relative to the best compared isomer or geometry (same formula, charge and spin): 235.8 kJ/mol
* HOMO energy: -12.52 eV
* structure (SMILES): C[N@H+]1CNC(=S)C1
* total charge: +1

Last column: natural (NBO) charge in e.
CARTESIAN COORDINATES (ANGSTROEM)
N 0.228 -0.065 -0.606  -0.3667
H -0.969 -1.336 0.458  0.2137
N -1.480 0.689 0.802  -0.6162
S -0.315 2.617 2.393  0.0578
H 0.225 0.597 -1.444  0.4556
H 2.017 -1.038 -1.528  0.2678
H -2.005 -0.301 -0.839  0.2590
H 1.086 -1.982 -0.268  0.2417
H 0.515 -1.830 -2.016  0.2646
C 0.985 -1.260 -1.094  -0.4625
C -0.454 1.450 1.229  0.0678
H 1.287 -0.082 1.293  0.2544
C 0.850 0.595 0.564  -0.2850
C -1.161 -0.340 -0.110  -0.0431
H -2.399 1.087 0.968  0.4518
H 1.590 1.200 0.197  0.2392

Atomic forces in eV per Å
N 0.006 0.589 -2.166
H -1.015 1.256 -1.163
N 0.162 2.038 0.694
S -0.357 -1.187 -1.759
H -0.226 -0.640 1.579
H -1.350 0.424 1.107
H 1.214 -1.002 -0.089
H -0.043 0.374 -0.312
H 0.173 1.437 2.042
C 0.671 -2.154 -2.137
C 3.219 -1.107 1.180
H -0.396 -0.410 -0.073
C -2.735 1.279 1.428
C -1.004 -2.095 0.550
H -0.129 -0.596 -0.319
H 1.809 1.793 -0.563